{"formula": "C4H5NO", "method": "ωB97M-V with the def2-TZVPD basis set", "homo_ha": -0.33312, "max_force_ev_per_a": 0.61, "orbital_gap_ev": 8.6, "de_lowest_kj_mol": 393.3, "smiles": "C=C=C(C)N=O", "elements": ["C", "C", "N", "O", "C", "C", "H", "H", "H", "H", "H"], "positions_angstrom": [[-1.7396, -0.0237, 0.2406], [-0.2799, -0.3560, 0.1094], [0.0001, -1.7966, 0.2261], [1.1608, -2.1089, 0.1739], [1.8614, 1.0382, -0.3966], [0.7375, 0.4399, -0.1280], [-2.2736, -0.9429, 0.5016], [-1.9297, 0.7196, 1.0200], [-2.1549, 0.3541, -0.6991], [2.5139, 1.4103, 0.3892], [2.1845, 1.1637, -1.4273]], "forces_ev_per_angstrom": [[-0.06, 0.02, 0.00], [0.08, 0.19, -0.05], [0.61, -0.06, -0.04], [-0.56, 0.00, 0.05], [-0.22, -0.10, 0.04], [0.13, -0.07, -0.04], [0.07, 0.15, -0.03], [0.08, -0.10, -0.12], [0.08, -0.05, 0.14], [-0.16, 0.00, -0.07], [-0.06, 0.01, 0.12]]}



{"formula": "C39H64B2F2N3O23S", "method": "ωB97M-V with the def2-TZVPD basis set", "charge": -1, "homo_ha": -0.16401, "max_force_ev_per_a": 3.90, "orbital_gap_ev": 6.1, "elements": ["C", "C", "C", "C", "O", "B", "O", "C", "F", "C", "C", "S", "C", "N", "N", "C", "O", "C", "B", "O", "N", "C", "C", "C", "F", "C", "C", "O", "H", "H", "H", "H", "H", "H", "H", "H", "H", "H", "H", "H", "H", "H", "H", "H", "H", "H", "H", "H", "H", "H", "H", "H", "H", "H", "H", "H", "C", "C", "C", "O", "C", "O", "O", "H", "H", "H", "H", "H", "H", "C", "C", "C", "O", "C", "O", "O", "H", "H", "H", "H", "H", "H", "C", "C", "C", "O", "C", "O", "O", "H", "H", "H", "H", "H", "H", "C", "C", "C", "O", "C", "O", "O", "H", "H", "H", "H", "H", "H", "C", "C", "C", "O", "C", "O", "O", "H", "H", "H", "H", "H", "H", "C", "C", "C", "O", "C", "O", "O", "H", "H", "H", "H", "H", "H"], "positions_angstrom": [[-0.4498, -1.2400, -3.4118], [-1.0079, -2.6998, -3.2239], [-2.3560, -2.8053, -2.4339], [-2.1683, -2.7593, -0.8600], [-2.5655, -1.4602, -0.4256], [-1.7791, -0.9717, 0.7319], [-0.3655, -0.5626, 0.4500], [-0.1343, 0.7322, 0.9671], [-0.2179, 0.5177, 2.3736], [1.1881, 1.3084, 0.3734], [2.2004, 1.4838, 1.5751], [3.7117, 2.4740, 1.0909], [3.5790, 3.8953, 2.2122], [3.4553, 3.7255, 3.5266], [3.3424, 4.9858, 4.0546], [3.4026, 5.8302, 3.0488], [3.5630, 5.2004, 1.8261], [-1.5231, 1.4703, 0.6003], [-2.0896, 2.5765, 1.6522], [-3.5050, 2.6899, 1.6747], [-1.2491, 3.3845, 2.5457], [-0.2304, 4.1690, 1.8146], [-2.0717, 4.3979, 3.2809], [-1.8375, 1.6518, -0.9376], [-3.2318, 1.4669, -1.1288], [-1.4511, 3.0366, -1.5537], [-0.2684, 2.9880, -2.5914], [-2.3940, 0.3790, 0.9499], [-1.2181, -0.4375, -3.3530], [0.0410, -1.2097, -4.4122], [0.3380, -1.0920, -2.6342], [-1.1335, -3.1640, -4.2334], [-0.2328, -3.2936, -2.6741], [-2.9248, -3.7415, -2.7223], [-3.0091, -1.9423, -2.7273], [-1.1389, -3.0554, -0.5404], [-2.8815, -3.5233, -0.4404], [-1.9988, -1.5506, 1.7669], [1.6377, 0.5246, -0.2915], [1.0578, 2.2325, -0.2253], [1.6530, 2.0596, 2.3621], [2.5670, 0.5134, 1.9670], [3.3323, 6.9330, 3.0602], [-3.8870, 1.9609, 2.1886], [-0.5993, 5.1986, 1.5514], [0.1061, 3.7039, 0.8626], [0.6868, 4.3229, 2.4457], [-1.3506, 5.1994, 3.5986], [-2.5105, 3.9866, 4.2215], [-2.8259, 4.9049, 2.6353], [-1.3578, 0.8291, -1.5228], [-2.3498, 3.3978, -2.1223], [-1.2142, 3.8365, -0.8148], [0.0641, 4.0514, -2.7416], [-0.5627, 2.5365, -3.5658], [0.6305, 2.4349, -2.2320], [-5.0803, -6.4213, -6.1875], [-4.5321, -7.0007, -4.9037], [-5.5880, -7.4469, -3.9288], [-4.9128, -7.3263, -2.6776], [-3.9742, -6.3453, -2.8324], [-3.3665, -5.8498, -1.9476], [-3.8401, -6.0063, -4.1465], [-4.2985, -5.8895, -6.7316], [-5.4862, -7.2065, -6.8275], [-5.8712, -5.6961, -5.9844], [-3.8225, -7.8050, -5.1259], [-5.9136, -8.4733, -4.0968], [-6.4641, -6.7920, -3.9096], [-6.4259, 2.7127, -0.0406], [-7.1156, 4.0608, -0.0047], [-7.8661, 4.3449, 1.2613], [-8.8730, 5.2658, 0.8168], [-9.1047, 4.9858, -0.4926], [-10.0152, 5.4256, -1.1241], [-8.1698, 4.1344, -0.9831], [-6.1255, 2.4685, -1.0619], [-5.5451, 2.7065, 0.5991], [-7.0911, 1.9207, 0.2843], [-6.3948, 4.8539, -0.2311], [-7.2403, 4.7945, 2.0316], [-8.3641, 3.4720, 1.6722], [-9.3191, -1.3535, 4.4756], [-8.5700, -0.0520, 4.3064], [-9.3698, 1.0366, 3.6465], [-8.3494, 1.8370, 3.0482], [-7.2977, 1.0062, 2.7900], [-6.3567, 1.2843, 2.1240], [-7.4784, -0.2014, 3.3961], [-8.6287, -2.1637, 4.7143], [-10.0622, -1.2751, 5.2708], [-9.8285, -1.6360, 3.5517], [-8.1600, 0.2746, 5.2680], [-9.9566, 1.6207, 4.3547], [-10.0275, 0.6711, 2.8528], [6.8815, 2.7607, 0.0123], [7.6211, 1.4452, 0.0372], [9.1138, 1.5901, 0.0970], [9.5580, 0.3796, -0.5158], [8.5787, -0.0023, -1.3793], [8.7021, -0.8566, -2.1965], [7.4469, 0.7299, -1.1945], [5.8464, 2.6176, -0.2864], [6.9022, 3.2400, 0.9922], [7.3265, 3.4429, -0.7180], [7.2434, 0.8140, 0.8439], [9.4904, 1.6718, 1.1165], [9.4924, 2.4305, -0.4928], [5.7617, -4.0155, -2.4010], [4.9936, -2.9040, -3.0749], [4.2170, -2.0300, -2.1294], [3.1556, -1.5540, -2.9629], [2.9527, -2.5059, -3.9152], [2.0236, -2.5428, -4.6494], [3.9531, -3.4296, -3.9024], [6.0861, -4.7559, -3.1345], [6.6342, -3.6259, -1.8835], [5.1340, -4.5422, -1.6775], [5.6617, -2.3149, -3.7116], [4.8068, -1.2022, -1.7372], [3.7736, -2.5809, -1.2948], [11.7875, -3.2175, 2.7162], [10.9711, -1.9487, 2.7985], [10.2290, -1.7762, 4.0949], [9.1269, -0.9571, 3.7012], [8.8914, -1.2254, 2.3885], [7.9282, -0.8690, 1.7907], [9.8981, -1.9637, 1.8523], [12.0866, -3.4136, 1.6857], [12.6815, -3.1465, 3.3373], [11.2050, -4.0809, 3.0447], [11.6006, -1.0808, 2.5751], [10.8247, -1.2839, 4.8626], [9.8329, -2.7133, 4.4959]], "forces_ev_per_angstrom": [[0.38, -0.69, -0.05], [-0.38, 0.06, 0.00], [0.17, -0.25, 0.05], [-1.48, 0.04, -0.92], [1.92, -1.18, 0.32], [-1.68, 1.95, -0.41], [1.39, 0.80, -0.05], [-2.60, -1.94, -2.16], [1.31, 1.29, -0.44], [1.32, -1.16, 1.24], [-0.88, 0.91, -0.22], [-0.79, 1.05, 0.69], [-0.23, -1.89, 1.09], [0.35, 0.57, -2.22], [-0.08, 1.74, -1.33], [-0.01, -0.57, 0.57], [-0.19, -0.43, 1.36], [-0.73, -1.63, 0.47], [-0.17, -0.66, -0.47], [1.17, 0.27, 1.12], [-1.66, 1.53, -1.47], [1.12, 0.18, -0.04], [0.98, 0.52, 0.87], [0.66, 0.49, -0.20], [0.96, 0.55, 0.09], [-0.12, -0.07, -0.97], [0.12, 0.51, 0.36], [-0.09, 1.11, 0.89], [0.38, -0.68, 0.09], [-0.28, 0.27, 0.84], [-0.67, 0.35, -0.59], [0.10, 0.27, 0.71], [-0.59, 0.31, -0.58], [0.91, 1.02, 0.30], [0.50, -0.63, 0.43], [-0.52, 0.33, -0.36], [0.64, 0.48, -0.09], [0.47, -0.89, 0.13], [-0.73, 0.66, 0.36], [-0.02, -0.51, 0.69], [0.83, -0.62, -0.38], [-0.40, 0.70, -0.22], [0.12, -1.03, -0.02], [-0.04, -0.12, -0.70], [0.16, -0.86, 0.12], [-0.33, 0.10, 0.76], [-0.68, -0.11, -0.36], [-0.69, -0.63, 0.01], [0.07, 0.19, -0.95], [0.30, -0.57, 0.50], [-0.30, 0.53, 0.62], [0.69, -0.28, 0.59], [-0.26, -0.73, -0.18], [-0.23, -0.95, -0.21], [0.11, 0.34, 0.71], [-0.73, 0.27, -0.16], [0.06, 0.33, -0.05], [-0.25, 0.25, -0.78], [-0.19, -0.42, 0.16], [0.12, 0.15, -0.17], [0.21, 0.30, 0.21], [-0.05, -0.33, 0.09], [-0.15, -0.33, 0.38], [0.03, -0.15, -0.01], [0.05, -0.02, 0.05], [0.02, -0.06, 0.07], [-0.06, -0.04, 0.09], [0.08, 0.00, 0.19], [0.08, 0.06, -0.18], [-0.15, 0.31, -0.86], [0.85, -0.97, -0.06], [0.17, 0.25, 0.34], [-0.16, 0.06, -0.35], [0.05, -0.14, -0.21], [-0.04, 0.05, 0.06], [-0.51, 0.58, 0.28], [0.17, 0.21, 0.04], [-0.06, 0.08, -0.26], [-0.12, 0.18, -0.17], [-0.11, 0.06, 0.02], [-0.14, 0.14, -0.05], [0.09, -0.03, -0.15], [0.11, -0.26, -0.19], [-0.38, -0.74, 0.23], [-0.31, 0.38, 0.17], [0.14, -0.32, 0.11], [0.65, -0.43, -0.11], [-0.27, -0.28, 1.16], [-0.12, 0.54, -0.12], [-0.01, 0.10, 0.13], [0.06, 0.05, 0.00], [0.02, 0.09, 0.01], [-0.03, 0.10, -0.05], [0.14, 0.15, -0.10], [0.04, -0.16, 0.08], [0.08, 0.19, -0.56], [-0.80, 0.93, 0.42], [0.29, -0.04, 0.34], [-0.12, -0.04, -0.31], [-0.24, -0.06, -0.09], [0.03, -0.09, -0.02], [0.71, -0.42, -0.05], [0.07, -0.05, 0.11], [-0.02, -0.10, 0.02], [0.08, -0.02, 0.05], [0.13, 0.15, -0.18], [0.06, -0.18, -0.05], [-0.15, 0.05, 0.02], [-0.20, -0.39, -0.08], [0.62, -0.48, 0.37], [0.05, 0.47, 0.27], [0.09, -0.33, -0.27], [-0.29, -0.05, 0.02], [0.13, -0.02, -0.21], [-0.24, 0.33, 0.00], [0.09, 0.13, -0.02], [0.09, 0.11, 0.00], [-0.03, 0.10, -0.03], [-0.05, 0.07, 0.07], [-0.14, 0.10, -0.12], [0.10, -0.11, -0.07], [-0.13, -0.23, -0.25], [0.63, -0.65, -0.02], [0.11, 0.23, 0.43], [-0.03, -0.04, -0.34], [-0.10, -0.15, -0.16], [0.07, -0.21, 0.21], [-0.37, 0.36, 0.30], [0.09, 0.13, 0.05], [-0.03, 0.06, -0.02], [-0.03, 0.08, 0.04], [-0.08, 0.04, 0.06], [-0.18, 0.14, -0.03], [0.11, -0.06, -0.12]]}



{"formula": "C37H30BrClN7O2STi", "method": "ωB97M-V with the def2-TZVPD basis set", "charge": 1, "homo_ha": -0.37575, "max_force_ev_per_a": 0.51, "orbital_gap_ev": 7.5, "de_lowest_kj_mol": 48.3, "elements": ["Ti", "O", "C", "C", "C", "C", "C", "C", "C", "N", "C", "C", "N", "H", "H", "H", "H", "H", "H", "H", "O", "C", "C", "C", "C", "C", "C", "C", "N", "C", "C", "N", "H", "H", "H", "H", "H", "H", "H", "N", "C", "N", "C", "C", "C", "C", "C", "C", "S", "H", "H", "H", "H", "H", "H", "Cl", "C", "C", "C", "C", "C", "C", "C", "H", "H", "H", "H", "H", "H", "Br", "C", "C", "C", "C", "N", "C", "H", "H", "H", "H"], "positions_angstrom": [[-0.4565, 0.4657, -0.3089], [1.0360, 1.4159, -0.0026], [1.4004, 2.4297, 0.8057], [2.7058, 2.4788, 1.2803], [3.0842, 3.5107, 2.1197], [2.1688, 4.4887, 2.4954], [0.8712, 4.4300, 2.0264], [0.4606, 3.4025, 1.1713], [-0.9060, 3.3480, 0.6616], [-1.5082, 2.3035, 0.1109], [-2.7693, 2.7086, -0.2580], [-2.9390, 4.0085, 0.0915], [-1.7555, 4.3993, 0.6672], [3.3927, 1.6942, 0.9996], [4.0986, 3.5478, 2.4916], [2.4645, 5.2857, 3.1623], [0.1638, 5.1825, 2.3509], [-3.4533, 2.0467, -0.7568], [-3.7685, 4.6808, -0.0241], [-1.5322, 5.3251, 0.9903], [-0.7911, 0.9331, -2.1322], [0.2473, 0.9068, -2.9754], [0.4483, 1.9898, -3.8362], [1.4927, 1.9829, -4.7366], [2.3683, 0.9008, -4.8069], [2.1811, -0.1726, -3.9622], [1.1263, -0.1911, -3.0418], [0.9434, -1.3491, -2.1755], [0.3006, -1.3614, -1.0098], [0.3537, -2.6483, -0.5192], [1.0385, -3.4206, -1.3965], [1.3899, -2.5926, -2.4367], [-0.2415, 2.8201, -3.7805], [1.6314, 2.8296, -5.3955], [3.1885, 0.9035, -5.5096], [2.8813, -0.9976, -3.9929], [-0.0870, -2.9143, 0.4255], [1.3082, -4.4598, -1.3752], [1.9216, -2.8573, -3.2492], [1.6232, -1.9846, 3.4413], [2.4078, -2.1142, 2.3406], [2.5755, -1.1714, 1.4699], [3.3891, -1.6190, 0.4410], [3.7936, -0.8467, -0.6461], [4.6406, -1.4062, -1.5866], [5.0713, -2.7291, -1.4724], [4.6704, -3.5125, -0.4017], [3.8361, -2.9427, 0.5475], [3.1800, -3.6504, 1.9998], [1.3517, -1.0462, 3.6861], [1.7135, -2.6406, 4.1970], [3.4484, 0.1756, -0.7353], [4.9842, -0.8008, -2.4152], [5.7441, -3.1423, -2.2115], [5.0161, -4.5325, -0.3057], [-5.8442, -1.6386, 4.4395], [-4.3410, -1.1468, 3.7235], [-3.4864, -2.1035, 3.1972], [-2.2989, -1.7020, 2.6083], [-1.9497, -0.3528, 2.5218], [-0.7646, 0.0870, 1.7695], [-2.8113, 0.5837, 3.1012], [-4.0016, 0.1972, 3.6955], [-3.7529, -3.1493, 3.2523], [-1.6333, -2.4537, 2.2009], [-0.3210, 0.9900, 2.2044], [0.0254, -0.6838, 1.7563], [-2.5552, 1.6364, 3.0668], [-4.6666, 0.9290, 4.1326], [-3.8497, -2.6777, -4.0585], [-3.8395, -1.8354, -2.3762], [-4.9614, -1.8425, -1.5635], [-4.8763, -1.1977, -0.3428], [-3.6845, -0.5921, 0.0213], [-2.6021, -0.5918, -0.7616], [-2.6896, -1.1960, -1.9499], [-5.8701, -2.3353, -1.8791], [-5.7178, -1.1660, 0.3336], [-3.5979, -0.0873, 0.9726], [-1.8146, -1.1621, -2.5825]], "forces_ev_per_angstrom": [[-0.46, 0.04, 0.23], [-0.02, 0.03, 0.02], [-0.04, -0.15, -0.03], [-0.06, 0.17, 0.10], [0.00, -0.06, -0.04], [-0.04, 0.01, -0.01], [0.05, -0.05, -0.03], [0.13, 0.08, 0.12], [0.09, 0.05, 0.04], [0.06, 0.06, -0.02], [-0.11, 0.08, 0.00], [-0.03, -0.05, -0.06], [0.05, -0.09, 0.02], [0.00, -0.02, -0.01], [0.02, 0.01, 0.02], [0.01, 0.01, 0.00], [-0.02, 0.01, 0.02], [-0.02, 0.00, -0.01], [-0.04, 0.00, -0.01], [0.00, -0.02, -0.01], [0.01, -0.18, -0.13], [-0.09, 0.04, 0.00], [0.09, -0.08, -0.08], [-0.04, 0.05, -0.01], [-0.01, -0.09, 0.06], [-0.01, 0.11, -0.06], [0.10, -0.03, -0.08], [0.01, -0.02, -0.10], [0.13, 0.10, 0.00], [0.02, -0.14, 0.01], [-0.07, 0.01, 0.11], [0.03, 0.15, 0.03], [-0.02, 0.01, 0.02], [0.01, 0.01, -0.01], [0.02, 0.00, -0.02], [0.02, -0.04, 0.01], [0.01, -0.02, 0.00], [0.00, -0.04, 0.01], [-0.02, 0.01, 0.01], [-0.10, -0.02, 0.05], [-0.05, 0.11, -0.13], [-0.03, -0.11, 0.17], [0.04, 0.15, -0.08], [0.01, -0.04, 0.03], [-0.02, 0.00, -0.02], [0.02, 0.02, -0.02], [0.00, 0.00, -0.01], [-0.04, -0.04, 0.00], [0.07, -0.05, -0.04], [0.01, 0.01, 0.02], [0.03, 0.01, 0.00], [-0.01, -0.01, -0.02], [0.01, 0.00, -0.03], [0.00, -0.01, -0.02], [0.00, -0.03, 0.01], [0.01, 0.00, -0.01], [-0.03, -0.03, 0.01], [0.00, 0.05, 0.03], [-0.01, 0.03, 0.08], [0.01, 0.03, 0.01], [0.21, -0.12, -0.11], [0.03, -0.05, 0.05], [0.00, -0.02, -0.02], [-0.01, -0.03, 0.00], [0.01, -0.01, -0.03], [-0.02, -0.04, -0.01], [-0.01, -0.01, -0.01], [0.02, 0.02, -0.01], [-0.01, 0.00, 0.01], [0.00, -0.01, -0.01], [0.05, 0.05, 0.06], [0.03, 0.00, 0.00], [0.06, 0.00, -0.03], [-0.13, 0.06, 0.04], [0.23, 0.22, 0.12], [0.01, -0.13, -0.08], [-0.01, -0.01, -0.01], [-0.03, 0.00, 0.02], [-0.07, 0.01, -0.14], [-0.05, -0.01, -0.01]]}